Record 1
Molecular formula: C4H11NO
Method: DFT, the ωB97M-V functional and the def2-TZVPD basis

energy relative to the best compared isomer or geometry (same formula, charge and spin): 48.9 kcal/mol
electronic energy: -288.93905 hartree
HOMO: -8.31 eV

Geometry as XYZ:
```
17
Properties=species:S:1:pos:R:3:forces:R:3
C 2.873 -0.429 0.338 -0.8 -0.1 -0.9
N 1.558 -0.926 0.744 -1.0 0.2 0.0
C 0.824 -1.712 -0.294 1.2 1.4 0.7
H 2.656 0.116 -0.636 0.8 -1.0 0.8
H 3.624 -1.239 0.306 0.0 0.3 -0.7
H 3.302 0.342 0.969 -0.4 0.1 0.6
H 1.521 -1.456 1.604 0.5 0.2 0.1
H 1.161 -2.737 -0.238 -0.2 -0.5 -0.5
H -0.250 -1.592 -0.184 -0.1 -0.2 0.2
H 1.088 -1.234 -1.236 -0.1 -0.4 -0.3
O -1.968 0.518 -1.451 -0.1 -0.4 0.1
C -2.852 1.101 -0.874 0.3 0.3 -0.4
C -2.573 1.842 0.420 0.8 0.2 -1.3
H -3.800 1.248 -1.437 -0.2 -0.1 0.6
H -1.611 2.263 0.121 0.1 0.4 0.3
H -3.260 2.663 0.581 -0.3 -0.2 0.5
H -2.294 1.233 1.269 -0.6 -0.3 0.2
```
Forces are in eV/Å.

Atom charges from the Löwdin analysis, given in e for atoms 1 to 4: number 1, C, carries -0.162; number 2, N, carries -0.207; number 3, C, carries -0.123; number 4, H, carries 0.093

Record 2
Molecular formula: C4H11NO
Method: DFT, the ωB97M-V functional and the def2-TZVPD basis

energy relative to the best compared isomer or geometry (same formula, charge and spin): 33.0 kcal/mol
electronic energy: -288.96444 hartree
HOMO: -9.97 eV

Geometry as XYZ:
```
17
Properties=species:S:1:pos:R:3:forces:R:3
C -1.621 -2.027 1.721 0.5 4.5 -0.7
C -1.627 -1.692 0.170 1.1 0.9 0.4
H -0.824 -1.347 2.280 -1.8 -1.6 -0.9
H -2.682 -1.748 2.010 1.4 0.1 0.1
H -1.567 -3.015 1.982 0.8 -2.6 0.4
H -2.482 -2.210 -0.129 -1.5 -0.7 -1.1
H -0.819 -1.963 -0.627 -0.9 0.4 2.1
H -1.872 -0.595 0.117 0.4 -1.1 -0.2
C 0.093 0.792 -1.624 -1.4 -1.3 -1.4
C 0.814 1.017 -0.348 4.0 0.0 -2.8
O 0.437 1.657 0.550 -2.1 1.3 2.9
N 2.277 0.860 -0.480 -1.6 -0.9 0.6
H 2.650 1.028 0.446 0.1 0.4 0.1
H 2.511 -0.104 -0.661 0.1 -0.3 -0.6
H -1.012 0.810 -1.480 0.9 0.7 -0.1
H 0.227 -0.195 -2.118 0.5 0.4 0.6
H 0.483 1.521 -2.370 -0.5 -0.2 0.7
```
Forces are in eV/Å.

Atom charges from the Löwdin analysis, given in e for atoms 1 to 4: number 1, C, carries -0.150; number 2, C, carries -0.175; number 3, H, carries 0.101; number 4, H, carries 0.079

Record 3
Molecular formula: C4H11NO
Method: DFT, the ωB97M-V functional and the def2-TZVPD basis

energy relative to the best compared isomer or geometry (same formula, charge and spin): 31.0 kcal/mol
electronic energy: -288.96753 hartree
HOMO: -9.69 eV

Geometry as XYZ:
```
17
Properties=species:S:1:pos:R:3:forces:R:3
C -1.510 1.146 -0.318 -0.2 -0.1 1.5
C -0.286 0.266 0.097 -0.7 1.7 0.2
C -0.404 -0.251 1.544 0.0 0.3 1.5
C 0.015 -0.927 -0.895 -0.8 1.6 2.9
H -1.890 1.872 0.536 1.2 -1.3 -1.8
H -2.287 0.412 -0.413 -1.0 -0.2 -0.4
H -1.351 1.651 -1.295 0.0 -0.2 0.8
H -1.430 -0.658 1.769 1.0 0.2 -0.3
H -0.247 0.642 2.316 -0.1 -2.0 -1.8
H 0.365 -1.090 1.718 -1.1 1.4 0.1
H 1.564 0.707 -0.121 0.9 -0.4 -0.1
H -0.704 -1.730 -0.707 0.0 0.0 -0.2
H -0.107 -0.518 -1.873 0.3 -0.1 -0.9
H 1.681 -1.939 -1.330 0.0 1.6 1.4
H 1.543 -1.813 0.248 -0.6 0.1 0.6
N 1.390 -1.238 -0.563 1.6 -2.7 -3.5
O 0.780 1.216 0.066 -0.3 0.0 -0.2
```
Forces are in eV/Å.

Atom charges from the Löwdin analysis, given in e for atoms 1 to 4: number 1, C, carries -0.042; number 2, C, carries -0.622; number 3, C, carries -0.055; number 4, C, carries -0.206

Record 4
Molecular formula: C4H11NO
Method: DFT, the ωB97M-V functional and the def2-TZVPD basis

energy relative to the best compared isomer or geometry (same formula, charge and spin): 111.8 kcal/mol
electronic energy: -288.83883 hartree
HOMO: -8.99 eV

Geometry as XYZ:
```
17
Properties=species:S:1:pos:R:3:forces:R:3
C -0.919 -2.329 -1.651 -2.4 1.9 -2.2
C -0.476 -0.907 0.330 0.5 2.0 3.4
N -1.386 -1.363 -0.610 -1.6 1.8 -1.8
H -1.847 -2.812 -2.337 2.4 1.6 2.2
H -0.335 -1.628 -2.272 0.4 -1.4 -0.6
H -0.386 -3.141 -1.237 0.7 -0.7 0.5
H 0.498 -1.237 0.192 1.7 -1.7 0.3
H -0.921 -0.820 1.327 0.3 -1.2 -0.2
H -1.657 -0.453 -1.071 -0.6 -1.5 0.3
C 1.055 1.358 0.227 3.1 -1.0 -4.4
O 0.126 0.618 0.823 -3.8 -1.6 -0.7
C 1.313 2.546 1.092 3.2 -0.2 -0.1
H 2.016 0.622 0.047 -1.3 1.8 0.7
H 0.925 1.683 -0.927 -0.5 -0.4 2.2
H 1.434 2.167 2.095 -1.0 0.3 0.7
H 2.403 2.779 0.951 -0.8 0.5 -0.4
H 0.720 3.433 0.920 -0.3 -0.1 0.3
```
Forces are in eV/Å.

Atom charges from the Löwdin analysis, given in e for atoms 1 to 4: number 1, C, carries -0.104; number 2, C, carries -0.108; number 3, N, carries -0.128; number 4, H, carries 0.140

Record 5
Molecular formula: C4H11NO
Method: DFT, the ωB97M-V functional and the def2-TZVPD basis

energy relative to the best compared isomer or geometry (same formula, charge and spin): 39.8 kcal/mol
electronic energy: -288.95352 hartree
HOMO: -9.01 eV

Geometry as XYZ:
```
17
Properties=species:S:1:pos:R:3:forces:R:3
C 0.153 -0.828 0.465 -1.7 -0.1 -0.3
C 0.636 0.433 -0.287 0.8 1.7 2.4
C 2.088 0.754 0.112 -0.1 -1.4 -1.2
O 0.440 0.197 -1.661 0.0 -0.1 -0.5
C -1.399 -0.869 0.345 1.0 -0.7 -4.1
N -2.085 0.182 1.060 -0.1 -0.3 0.7
H 0.300 -1.033 1.534 0.9 1.1 0.0
H 0.564 -1.715 -0.015 0.1 0.0 -0.3
H 0.093 1.349 0.084 -0.3 -1.0 -0.6
H 2.561 -0.098 -0.350 1.1 -0.3 -0.2
H 2.554 1.663 -0.297 -0.5 -0.1 0.3
H 2.235 0.588 1.169 0.0 0.6 0.3
H 1.015 0.700 -2.260 -0.1 0.0 0.8
H -1.714 -1.901 0.588 -0.3 0.6 0.3
H -1.505 -0.821 -0.891 -0.5 0.2 3.2
H -2.392 0.979 0.543 -0.1 0.1 -0.8
H -1.533 0.573 1.817 0.1 -0.4 0.0
```
Forces are in eV/Å.

Atom charges from the Löwdin analysis, given in e for atoms 1 to 4: number 1, C, carries -0.174; number 2, C, carries -0.474; number 3, C, carries -0.058; number 4, O, carries -0.043

Record 6
Molecular formula: C4H11NO
Method: DFT, the ωB97M-V functional and the def2-TZVPD basis

energy relative to the best compared isomer or geometry (same formula, charge and spin): 148.8 kcal/mol
electronic energy: -288.77988 hartree
HOMO: -8.72 eV

Geometry as XYZ:
```
17
Properties=species:S:1:pos:R:3:forces:R:3
C -1.143 0.940 0.721 0.3 -0.2 -0.9
O -1.818 1.783 -0.217 -0.4 -0.2 0.3
C -1.010 -0.471 0.151 0.6 -0.6 0.3
C -0.032 -0.620 -1.016 0.1 0.7 -0.1
C 1.480 -0.737 -0.637 -1.3 -0.6 0.7
N 2.040 0.259 0.197 -0.5 0.3 -1.5
H -1.695 0.909 1.659 -0.1 0.2 0.0
H -0.149 1.352 0.860 0.0 0.0 0.4
H -1.164 2.355 -0.609 0.1 0.2 -0.2
H -1.996 -0.822 -0.150 -0.1 0.0 0.0
H -0.671 -1.161 0.939 -0.2 0.1 0.2
H -0.205 0.249 -1.651 0.2 0.0 -0.3
H -0.261 -1.520 -1.586 -0.1 0.0 -0.1
H 1.586 -1.733 -0.186 0.3 -0.2 -0.3
H 2.036 -0.724 -1.581 0.3 0.2 0.2
H 1.203 -0.187 1.825 -0.3 0.2 -1.0
H 1.798 0.127 1.280 1.0 -0.2 2.2
```
Forces are in eV/Å.

Atom charges from the Löwdin analysis, given in e for atoms 1 to 4: number 1, C, carries -0.277; number 2, O, carries -0.069; number 3, C, carries -0.214; number 4, C, carries -0.205

Record 7
Molecular formula: C4H11NO
Method: DFT, the ωB97M-V functional and the def2-TZVPD basis

energy relative to the best compared isomer or geometry (same formula, charge and spin): 14.5 kcal/mol
electronic energy: -288.99390 hartree
HOMO: -9.92 eV

Geometry as XYZ:
```
17
Properties=species:S:1:pos:R:3:forces:R:3
C 0.002 -1.412 -1.603 0.2 0.5 1.5
C -0.187 -0.277 -2.580 0.0 -0.3 -2.0
H -0.857 -1.431 -0.884 0.8 -0.1 -0.4
H 0.104 -2.413 -2.005 0.0 0.0 -0.4
H 0.937 -1.177 -1.043 -0.9 -0.5 -0.1
H -0.769 0.532 -2.181 0.4 0.8 0.7
H 0.788 0.048 -3.025 -0.9 0.1 0.5
H -0.836 -0.512 -3.444 0.4 -0.4 0.1
C 0.524 1.697 1.405 -0.2 -0.5 1.1
C 0.379 0.186 1.648 -1.4 -0.7 1.8
O 1.060 -0.723 1.266 0.8 0.3 -0.8
N -0.585 -0.115 2.675 0.6 2.0 -1.3
H -0.410 2.175 1.720 0.3 0.1 0.2
H 0.722 2.069 0.405 0.4 -0.6 -0.1
H -0.810 -1.062 2.844 0.2 -1.1 -0.1
H -1.401 0.470 2.672 -0.1 0.2 0.2
H 1.338 1.944 2.129 -0.6 0.3 -0.7
```
Forces are in eV/Å.

Atom charges from the Löwdin analysis, given in e for atoms 1 to 4: number 1, C, carries -0.184; number 2, C, carries -0.191; number 3, H, carries 0.073; number 4, H, carries 0.056